Version 1
Formula: C4H10N3S
Source: the Open Molecules 2025 dataset
Level of theory: wB97M-V/def2-TZVPD

Each line ends with the natural charge from an NBO analysis.
Geometry (Å):
1 C 1.18565 0.76903 -1.76303  0.024
2 C 1.65304 0.72927 -0.25264  -0.268
3 C -0.64509 -0.10220 -0.22106  -0.209
4 C 0.65417 0.11754 1.91587  -0.439
5 N 0.10199 0.26100 -2.06643  -0.323
6 N -3.02224 -1.22813 -0.70545  -1.016
7 N 0.65746 -0.13899 0.44559  -0.387
8 S -1.42196 -1.58585 -0.34871  0.581
9 H 1.83277 1.16889 -2.46156  0.217
10 H 2.59165 0.29625 -0.02333  0.238
11 H 1.48126 1.68424 0.31845  0.233
12 H -1.05203 0.92428 -0.47100  0.309
13 H 0.05410 -0.74101 2.43736  0.258
14 H 1.69909 0.01897 2.19018  0.235
15 H 0.23339 1.15404 2.26075  0.263
16 H -3.42010 -1.42393 -1.66445  0.438
17 H -3.58603 -0.83043 0.03517  0.412
18 H 1.00286 -1.07297 0.37430  0.433

Multiplicity: 1
Charge: +1
HOMO energy in eV: -12.37
E_LUMO in Eh: -0.133



Version 2
Formula: C4H10N3S
Source: the Open Molecules 2025 dataset
Level of theory: wB97M-V/def2-TZVPD

Each line ends with the natural charge from an NBO analysis.
Geometry (Å):
1 C -0.54823 -1.68191 -0.59913  -0.109
2 C -0.11148 0.63138 -0.55224  0.121
3 C 1.19965 1.46661 -0.12203  -0.642
4 C 0.20361 -0.66875 1.65980  -0.443
5 N 0.13252 -1.22310 -1.69685  -0.079
6 N 0.20308 0.00422 -1.78963  -0.088
7 N -0.60556 -0.38082 0.39395  -0.434
8 S -1.52204 1.89374 -0.72024  0.006
9 H -1.62468 -2.00107 -0.77365  0.265
10 H -0.14964 -2.59463 -0.24649  0.258
11 H 1.17544 1.82900 0.86653  0.231
12 H 1.38495 2.32004 -0.84491  0.279
13 H 2.13440 0.83650 -0.30447  0.240
14 H 1.23406 -1.06230 1.53227  0.258
15 H 0.38497 0.32031 2.09332  0.231
16 H -0.40458 -1.10687 2.45144  0.257
17 H -1.48540 -0.00502 0.69829  0.466
18 H -1.60108 1.42266 -2.04595  0.184

Multiplicity: 1
Charge: +1
SMILES: C[N@@H+]1CN=N[C@@]1(C)S
HOMO energy in eV: -14.13
E_LUMO in Eh: -0.166



Version 3
Formula: C4H10N3S
Source: the Open Molecules 2025 dataset
Level of theory: wB97M-V/def2-TZVPD

Each line ends with the natural charge from an NBO analysis.
Geometry (Å):
1 C 0.70526 -1.13502 -1.70976  -0.215
2 C 1.21274 0.07308 -2.04729  -0.404
3 C -0.08079 -1.38826 -0.47384  -0.475
4 C -0.58556 -0.09965 0.19378  0.109
5 N 0.52747 0.90724 0.31035  -0.446
6 N 0.15988 1.95937 1.30378  -0.697
7 N -1.06930 -0.32805 1.63893  -0.709
8 S 0.88980 1.55077 -1.23423  0.481
9 H 1.01907 -1.93440 -2.43154  0.254
10 H 1.68191 0.12377 -3.04190  0.268
11 H -1.01209 -2.00422 -0.68022  0.239
12 H 0.53738 -2.10698 0.18844  0.246
13 H -1.41763 0.22736 -0.37340  0.204
14 H 1.04251 2.14484 1.84100  0.397
15 H -0.01896 2.85147 0.87195  0.378
16 H -1.92300 -0.81737 1.51302  0.436
17 H -1.26096 0.74395 1.89092  0.490
18 H -0.40772 -0.76790 2.24001  0.446

Multiplicity: 1
Charge: +1
SMILES: NN1SC=CC[C@H]1[NH3+]
HOMO energy in eV: -11.92
E_LUMO in Eh: -0.122



In hartree, relative to the most stable structure: version 1 0.0617; version 2 0.0322; version 3 0.0000.



Version 1
Formula: C10H20N6O4
Source: the Open Molecules 2025 dataset
Level of theory: wB97M-V/def2-TZVPD

Each line ends with the natural charge from an NBO analysis.
Geometry (Å):
1 C 0.46975 -0.20118 1.64152  -0.154
2 C 1.43786 -0.37677 0.48104  0.699
3 C 0.22076 -1.49921 2.46624  -0.392
4 C -0.13017 -2.77064 1.76758  -0.424
5 C -1.27188 -2.71223 0.72886  -0.232
6 C -1.32882 -1.68890 -1.48917  0.598
7 C 0.77348 1.67708 -0.90051  -0.191
8 C 0.68152 1.83261 -2.42071  0.782
9 C 1.47111 2.86659 -0.23782  -0.513
10 C 0.48062 3.88002 0.26756  0.673
11 H -1.27168 -0.09049 0.58216  0.411
12 H -1.57659 0.41308 2.01422  0.374
13 H 0.98770 0.44654 2.38728  0.230
14 H 1.10764 -1.62147 3.10246  0.226
15 H -0.58330 -1.26675 3.19371  0.199
16 H -0.37263 -3.56662 2.48849  0.216
17 H 0.76974 -3.12144 1.21487  0.224
18 H -2.09683 -2.02759 1.06185  0.229
19 H -1.76773 -3.70783 0.67294  0.195
20 H -0.33353 -3.38453 -1.01278  0.394
21 H -2.25389 -0.21173 -2.02247  0.348
22 H -0.09482 -2.42589 -2.82435  0.378
23 H -1.24229 -1.34761 -3.51594  0.402
24 H 2.31488 0.30664 -1.09993  0.413
25 H -0.27906 1.64520 -0.58585  0.286
26 H 2.08986 2.56141 0.61307  0.233
27 H 2.19823 3.31990 -0.90347  0.249
28 H -0.63114 2.47003 1.40791  0.422
29 H -1.03274 4.18697 1.46137  0.399
30 H 0.75677 0.00841 -2.28202  0.487
31 N -0.82866 0.46990 1.30580  -0.905
32 N -0.73820 -2.54890 -0.60866  -0.632
33 N -1.98312 -0.64061 -1.16318  -0.826
34 N -1.01338 -2.00279 -2.79209  -0.837
35 N 1.44459 0.45011 -0.62091  -0.655
36 N -0.38253 3.43671 1.23182  -0.864
37 O 2.33099 -1.22212 0.50957  -0.615
38 O 0.57163 2.83180 -3.03723  -0.528
39 O 0.44581 5.04564 -0.04957  -0.600
40 O 0.66004 0.58664 -3.03366  -0.700

Multiplicity: 1
SMILES: [H]/N=C(\N)NCCC[C@H](N)C(=O)N[C@@H](CC(N)=O)C(=O)O
HOMO energy in eV: -9.49
E_LUMO in Eh: 0.016



Version 2
Formula: C10H20N6O4
Source: the Open Molecules 2025 dataset
Level of theory: wB97M-V/def2-TZVPD

Each line ends with the natural charge from an NBO analysis.
Geometry (Å):
1 C -3.27376 -1.39120 0.41595  -0.138
2 C -2.09824 -0.82840 -0.33722  0.689
3 C -4.51531 -0.62770 -0.06587  -0.502
4 C -4.42591 0.84356 0.30614  0.670
5 C 0.25303 0.03524 0.02070  -0.161
6 C -0.07138 1.54976 -0.15033  0.796
7 C 0.86984 -0.44067 -1.30326  -0.416
8 C 2.40564 -0.16279 -1.47131  -0.413
9 C 3.23747 -1.10930 -0.53103  -0.221
10 C 4.71058 0.26171 0.88260  0.581
11 H -3.61926 -0.49187 2.30680  0.405
12 H -3.37316 -2.13160 2.33575  0.372
13 H -3.39412 -2.43143 0.12165  0.226
14 H -5.40791 -1.07186 0.42717  0.234
15 H -4.65350 -0.77095 -1.13913  0.239
16 H -3.42428 1.25924 -1.44811  0.418
17 H -3.86527 2.64757 -0.55313  0.402
18 H -1.10292 -0.76427 1.41553  0.439
19 H 1.04219 -0.14077 0.76115  0.244
20 H 0.75198 -1.54237 -1.37249  0.219
21 H 0.25848 -0.10932 -2.15860  0.247
22 H 2.79763 -0.31645 -2.47811  0.220
23 H 2.67509 0.84698 -1.14981  0.208
24 H 2.63145 -1.42040 0.31637  0.186
25 H 3.31054 -2.10017 -1.09701  0.206
26 H 5.31153 -1.12569 -0.50092  0.400
27 H 6.57192 -0.03643 0.93826  0.323
28 H 3.84093 1.66727 1.97825  0.404
29 H 2.92392 1.16569 0.66443  0.379
30 H 0.79114 3.19777 -0.56177  0.503
31 N -3.10040 -1.27420 1.87655  -0.874
32 N -3.95431 1.64119 -0.68861  -0.811
33 N -0.97356 -0.60165 0.40621  -0.620
34 N 4.49543 -0.62282 -0.13905  -0.641
35 N 5.86078 0.54278 1.39055  -0.775
36 N 3.56781 0.87683 1.37175  -0.843
37 O -2.14687 -0.56951 -1.53258  -0.666
38 O -4.77564 1.22159 1.40116  -0.634
39 O -1.14222 2.06992 -0.06623  -0.576
40 O 1.01060 2.25472 -0.59239  -0.716

Multiplicity: 1
SMILES: [H]/N=C(/N)NCCC[C@H](NC(=O)[C@@H](N)CC(N)=O)C(=O)O
HOMO energy in eV: -8.72
E_LUMO in Eh: 0.018



In hartree, relative to the most stable structure: version 1 0.0264; version 2 0.0000.